The following is a quantum chemistry calculation of a molecular structure, C35H33ClFIrN5O2, from the OMol25 dataset.

Structure (XYZ):
```
78
Properties=species:S:1:pos:R:3:mulliken_charge:R:1
Ir 0.41922 0.72629 -0.89711 1.5049
O 2.70651 2.16453 2.11950 -0.6003
C 1.86352 1.93102 1.30052 -0.1020
N 2.02501 1.21268 0.12271 0.3952
C 3.25656 0.85722 -0.40929 0.3152
O 4.33012 1.14979 0.03870 -0.6028
C 3.09066 0.07021 -1.67815 0.3281
C 4.19717 -0.36608 -2.37454 -0.8771
C 4.02457 -1.00994 -3.58839 -0.5778
C 2.73630 -1.22301 -4.05111 -0.8945
C 1.67242 -0.79143 -3.28399 -0.2213
N 1.83811 -0.14715 -2.12438 0.0740
C 0.45643 2.43251 1.40909 0.5222
C 0.11419 3.35715 2.37205 -0.7741
C -1.16193 3.89467 2.37221 -0.3623
C -2.05479 3.48686 1.39607 -1.0289
C -1.65380 2.52983 0.48493 -0.0120
N -0.42966 1.99931 0.49398 0.4947
H 5.17222 -0.16974 -1.94981 0.6169
H 4.87693 -1.33999 -4.16667 0.4723
H 2.55464 -1.70054 -5.00294 0.4715
H 0.65444 -0.94887 -3.60935 0.5481
H 0.87551 3.65496 3.08035 0.5980
H -1.45675 4.62173 3.11697 0.4744
H -3.05262 3.89798 1.34435 0.4838
H -2.33872 2.15512 -0.26405 0.4644
C 2.41153 -2.29964 0.58645 -2.1953
C 2.27838 -1.90530 2.05401 0.4797
C 3.48105 -1.04737 2.47086 -1.5444
C 0.95558 -1.27850 2.52049 0.7543
C 0.84164 -1.19762 3.91091 -0.9521
C -0.32023 -0.80644 4.53910 -1.5975
C -1.45022 -0.57212 3.77557 -0.4692
C -1.41208 -0.65752 2.39260 0.8056
C -2.71861 -0.46497 1.63710 1.4829
C -3.55873 0.68987 2.20962 -1.9216
C -3.56196 -1.74628 1.70558 -1.4775
C -0.18035 -0.95308 1.74314 -0.6479
N -0.17681 -0.95326 0.31986 0.7274
C -0.73838 -1.98750 -0.37257 1.8525
C -0.90605 -3.28331 0.14850 -0.8530
C -1.39573 -4.31099 -0.63944 -0.7059
C -1.75312 -4.09235 -1.96461 -0.8419
C -1.63886 -2.81616 -2.49458 -0.9236
C -1.14566 -1.81892 -1.69264 -1.0533
F -1.07253 -0.51021 -2.19718 0.1867
H 3.41998 -2.69050 0.42979 0.5817
H 2.27627 -1.44891 -0.06786 0.9892
H 1.70818 -3.08007 0.29924 0.2171
H 2.34622 -2.83238 2.63314 0.6010
H 3.49846 -0.08008 1.97835 0.2281
H 4.40589 -1.56786 2.21424 0.4611
H 3.48596 -0.86352 3.54440 0.4236
H 1.68547 -1.49545 4.52162 0.4936
H -0.36320 -0.73926 5.61850 0.4296
H -2.38778 -0.34787 4.27046 0.4157
H -2.49445 -0.24958 0.58944 -0.4833
H -4.16925 0.35139 3.04788 0.5660
H -4.23986 1.07290 1.44551 0.3719
H -2.93066 1.50417 2.55812 0.3865
H -3.74089 -2.02290 2.74626 0.3390
H -3.07245 -2.58238 1.21110 0.2424
H -4.52914 -1.58721 1.22287 0.4554
H -0.61023 -3.46004 1.17469 0.5040
H -1.50417 -5.29855 -0.21014 0.4654
H -2.12265 -4.90081 -2.57909 0.4315
H -1.94023 -2.59710 -3.51182 0.5243
Cl -3.77650 2.76451 -4.60553 -0.1896
C -2.18006 2.91565 -3.99061 -0.3080
C -1.35681 3.95522 -4.39262 -0.1701
C -0.07680 4.01610 -3.86826 -0.9185
C 0.32880 3.05010 -2.96821 -0.1974
N -0.47715 2.04912 -2.57331 -0.1771
C -1.70909 1.98611 -3.07913 -0.3729
H -1.71266 4.69409 -5.09765 0.4604
H 0.60116 4.80754 -4.15442 0.4378
H 1.32621 3.07476 -2.54792 0.4444
H -2.34376 1.16941 -2.76350 0.5308
```

Properties
Multiplicity: 1
HOMO energy: -0.3629 hartree
Strongest force on any atom: 2.7 eV Å⁻¹
ΔE to the lowest compared entry with this formula, charge and spin: 31.4 kcal per mole
Orbital gap: 6.41 eV
Charge: +1

The following is a quantum chemistry calculation of a molecular structure, C35H33ClHfN4Si2, from the OMol25 dataset.

Structure (XYZ):
```
76
Properties=species:S:1:pos:R:3:mulliken_charge:R:1
C -1.42068 -0.53445 4.81820 -0.3437
C -2.04689 0.03903 3.66727 -0.9223
C -1.98060 -0.93153 2.61200 -0.3001
H -2.64158 0.95494 3.66315 0.6010
C -1.27200 -2.07400 3.10137 -0.6730
C -0.92915 -1.82890 4.46316 -0.5683
H -0.54276 -2.56622 5.16992 0.6042
H -1.47903 -0.14046 5.83839 0.5148
H -2.50406 -0.86947 1.65516 0.7211
H -1.15651 -3.02552 2.58047 0.6397
Hf 0.21994 -0.21543 3.12524 0.6085
Si 0.41437 0.08793 0.03574 -0.0303
C -0.47698 1.67462 -0.26080 1.0473
C 0.14354 2.69062 -1.00570 -0.8387
H 1.19160 2.60090 -1.29724 0.5572
C -0.59066 3.78719 -1.45123 -0.6417
H -0.13555 4.48320 -2.15561 0.4755
C -1.90792 3.97089 -1.03214 -0.6328
H -2.48237 4.83135 -1.38480 0.4405
C -2.48256 3.04868 -0.15026 -0.7041
H -3.49292 3.21554 0.22396 0.4708
C -1.78140 1.90296 0.22769 0.0274
H -2.25244 1.17958 0.89850 0.1467
C -0.38876 -1.51276 -0.39671 1.7387
C -1.53235 -1.55523 -1.20787 -0.3226
H -1.98896 -0.62710 -1.55958 0.3042
C -2.08217 -2.78674 -1.57020 -0.7234
H -2.94038 -2.80952 -2.24275 0.4488
C -1.54789 -3.97554 -1.07595 -0.6477
H -1.99888 -4.93360 -1.33741 0.4441
C -0.44180 -3.93880 -0.22471 -0.7519
H -0.01721 -4.86276 0.16777 0.5025
C 0.13845 -2.71533 0.11013 -0.7678
H 0.99893 -2.69777 0.78543 0.3515
H 1.11082 0.08513 1.38869 -0.1564
Si 1.82675 0.12578 -3.26904 0.5518
C 1.30649 -1.46390 -4.08448 0.8102
C 0.63016 -1.42164 -5.32553 -0.3008
H 0.46578 -0.46409 -5.82784 0.3643
C 0.17300 -2.60026 -5.91883 -0.6606
H -0.38695 -2.54732 -6.85153 0.4232
C 0.44029 -3.83421 -5.31824 -0.5217
H 0.06665 -4.75450 -5.77279 0.4217
C 1.20918 -3.88795 -4.15096 -0.5607
H 1.46000 -4.85307 -3.71009 0.4199
C 1.66511 -2.71544 -3.54437 -0.4421
H 2.30625 -2.76092 -2.66199 0.2834
C 0.82594 1.48555 -4.06281 0.4477
C -0.57060 1.59926 -3.95459 0.0089
H -1.11741 0.95024 -3.26564 0.3273
C -1.25049 2.56527 -4.69999 -0.6160
H -2.32407 2.68677 -4.55710 0.4564
C -0.56304 3.36511 -5.61673 -0.5568
H -1.10666 4.09323 -6.21936 0.4193
C 0.81981 3.22715 -5.76792 -0.6593
H 1.36056 3.82833 -6.50030 0.4454
C 1.51888 2.31135 -4.97807 -0.5076
H 2.60256 2.19989 -5.07386 0.3555
H 3.26880 0.42083 -3.48045 -0.2395
Cl 2.28887 -0.02693 -1.04669 -0.3446
N 1.18189 2.45428 6.08266 -0.1218
C 0.17076 3.32143 5.68114 -0.7506
C -0.31053 2.84144 4.50273 -0.3260
N 0.38732 1.67451 4.16713 -0.1124
C 1.32159 1.47910 5.15554 0.0874
C 2.00318 0.21496 5.32849 0.1871
N 1.74592 -0.86888 4.52590 -0.0750
C 2.29658 -1.98633 5.17131 -0.4516
C 2.85280 -1.59073 6.34599 -0.5351
N 2.64934 -0.21468 6.44058 -0.1380
H 1.76158 2.55326 6.91249 0.2184
H -0.12346 4.17138 6.26704 0.4375
H -1.09291 3.21162 3.86066 0.5217
H 2.22452 -2.96452 4.72091 0.4787
H 3.34273 -2.15807 7.11981 0.4279
H 2.96967 0.38123 7.19757 0.2067
```

Properties
Multiplicity: 1
HOMO energy (spin up / spin down): -0.3887 / -0.3794 hartree
Strongest force on any atom: 2.6 eV Å⁻¹
Orbital gap (spin up / spin down): 5.23 / 4.67 eV
Charge: +2

The following is a quantum chemistry calculation of a molecular structure, C35H33F5N8STi, from the OMol25 dataset.

Structure (XYZ):
```
83
Properties=species:S:1:pos:R:3:mulliken_charge:R:1
Ti 0.15999 0.04497 -0.02031 -1.2296
C 1.31321 -2.31232 3.47533 -1.1412
C 2.08362 -3.32209 2.88044 -0.2493
C 1.98483 -3.50197 1.52856 -1.0657
C 1.10178 -2.70346 0.75171 0.3196
N 0.44845 -1.63483 1.32419 1.1705
C 0.56825 -1.49779 2.65592 -0.0177
N 0.86847 -3.12041 -0.49662 -0.3183
C -0.05985 -2.57396 -1.28367 -0.8504
N -0.73125 -1.38546 -1.11613 1.0753
C -1.82726 -1.39189 -1.94944 -0.7392
N -2.89763 -0.59563 -1.95382 -0.5134
C -2.97816 0.63066 -1.43053 -0.0652
C -4.28753 1.19753 -1.33254 -0.9227
C -4.44675 2.51885 -1.01885 -0.3075
C -3.30319 3.29864 -0.79711 -1.2008
C -2.07748 2.66211 -0.83423 -0.0113
N -1.88829 1.36838 -1.08430 1.0495
C -1.81169 -2.59244 -2.74318 0.2231
C -2.66718 -3.09394 -3.72320 -0.4315
C -2.38717 -4.32930 -4.27409 -0.5629
C -1.25862 -5.06517 -3.86661 -0.5923
C -0.39386 -4.57111 -2.90884 -0.3535
C -0.67124 -3.32766 -2.34524 0.1619
H 1.31100 -2.15665 4.54669 0.4094
H 2.73558 -3.94670 3.48030 0.3478
H 2.52914 -4.28354 1.01721 0.4918
H -0.01409 -0.70293 3.09712 -0.0938
H -5.13236 0.55555 -1.54421 0.4344
H -5.43418 2.96555 -0.96313 0.3562
H -3.36060 4.36299 -0.61160 0.4513
H -1.17896 3.25052 -0.66794 0.0645
H -3.52970 -2.52036 -4.04057 0.4845
H -3.04413 -4.74502 -5.03077 0.3734
H -1.06955 -6.03412 -4.31637 0.3685
H 0.48348 -5.12584 -2.59948 0.4859
N -2.68129 -0.91273 1.28651 -0.2994
C -3.42513 -0.29522 2.36375 -0.8877
C -2.56852 0.65813 3.21438 -0.7067
C -1.85544 1.76019 2.41160 -0.4810
N -0.66651 1.32958 1.67675 0.0916
H -3.29095 -1.33156 0.59491 0.2647
H -2.01494 -1.60544 1.60313 0.0757
H -3.89904 -1.02692 3.04299 0.4104
H -4.23053 0.29256 1.91115 0.3627
H -1.82553 0.08069 3.77065 0.2754
H -3.23143 1.13678 3.94196 0.4441
H -1.59519 2.56677 3.10991 0.4596
H -2.56875 2.16345 1.68880 0.0585
H 0.16240 1.28507 2.27360 -0.0790
H -0.44904 2.03767 0.97826 -0.1931
N 1.99026 0.31769 0.25351 1.0612
C 3.08781 0.20960 -0.50733 0.1948
C 4.19863 1.09908 -0.37112 -0.0241
C 5.35912 0.94214 -1.10215 -0.8590
C 5.49455 -0.09659 -2.02051 -0.5753
C 4.41281 -0.95305 -2.21444 -0.8221
C 3.23705 -0.80025 -1.50612 -0.4076
H 4.10086 1.91283 0.33837 0.4154
H 6.17873 1.63974 -0.94923 0.3204
H 6.41599 -0.23134 -2.57650 0.3087
H 4.50025 -1.76814 -2.92745 0.3743
H 2.40694 -1.47550 -1.66766 0.2023
C 3.82703 -0.26439 2.57396 -1.1360
S 2.52535 0.98993 2.53883 0.5929
C 2.72999 1.31894 4.38169 -1.2028
H 4.78969 0.23037 2.71014 0.4072
H 3.81467 -0.80427 1.63362 0.1998
H 3.63289 -0.94768 3.40006 0.4156
H 2.33827 0.45960 4.93224 0.2370
H 2.14179 2.20652 4.61695 0.3688
H 3.77684 1.48326 4.64563 0.3276
F 1.07132 3.48612 0.62752 -0.5261
C 1.33328 3.06104 -0.65462 -0.0981
C 0.83928 1.82817 -1.06628 1.3016
C 1.13015 1.57439 -2.41003 -0.0052
F 0.66375 0.41224 -2.94867 -0.4747
C 1.84555 2.40644 -3.24472 0.2973
F 2.05558 2.11491 -4.54633 -0.3903
C 2.32074 3.60928 -2.75487 0.7057
F 2.99832 4.46329 -3.55630 -0.3957
C 2.06053 3.93423 -1.43807 0.1939
F 2.47472 5.13353 -0.96371 -0.4051
```

Properties
Multiplicity: 3
HOMO energy (spin up / spin down): -0.0009 / -0.0146 hartree
Strongest force on any atom: 2.2 eV Å⁻¹
ΔE to the lowest compared entry with this formula, charge and spin: 40.0 kcal per mole
<S²>: 2.0291
Orbital gap (spin up / spin down): 4.30 / 4.68 eV
Charge: -2